{"formula": "C6H6O2S", "method": "the ωB97M-V functional and the def2-TZVPD basis", "elements": ["C", "C", "C", "C", "C", "C", "O", "O", "S", "H", "H", "H", "H", "H", "H"], "xyz": [[-0.953896, -1.502554, 0.015926], [0.064198, -1.185050, 0.889379], [-1.235037, -0.638149, -1.045541], [0.818849, -0.032686, 0.675734], [-0.530599, 0.558625, -1.257639], [0.398493, 0.788547, -0.307967], [1.005955, 3.764118, -1.150407], [3.022366, 2.397428, -1.069384], [1.753010, 2.758532, -0.456026], [-1.428699, -2.387338, 0.159183], [0.276543, -1.912158, 1.773675], [-2.150868, -0.967878, -1.656701], [1.553385, 0.176367, 1.295027], [-0.616118, 1.339105, -1.973707], [2.145236, 3.155501, 0.931625]], "forces_ev_per_angstrom": [[1.72, 2.88, -0.57], [0.69, -1.46, 1.49], [-2.15, -0.83, -1.15], [-3.41, -1.58, -1.18], [-0.41, -0.52, 0.72], [3.00, 2.84, 0.16], [-0.70, 0.37, 0.64], [-0.69, -0.20, 0.89], [0.47, -2.34, -0.09], [-1.75, -2.31, 0.15], [-0.16, 1.53, -1.70], [1.70, 0.90, 0.50], [3.53, 1.17, 2.80], [-0.84, 0.08, -0.94], [-1.00, -0.52, -1.72]], "e_lumo_ha": -0.0203, "fmax_ev_per_a": 4.7, "e_tot_ev": -21245.570}